A structure of composition C22H68O24Zn. Source: the Open Molecules 2025 dataset; level of theory: ωB97M-V/def2-TZVPD.

Last column: Mulliken charge in e.
Geometry (Å):
Zn 12.003 11.309 12.128  1.27
O 12.880 12.223 10.652  -0.45
H 13.775 12.465 10.958  -0.29
O 10.867 10.704 13.700  2.25
H 11.125 9.903 14.196  -1.06
C 16.496 11.088 9.032  -0.48
C 15.393 10.118 8.513  0.90
O 15.695 9.694 7.183  -0.58
O 16.532 12.199 8.199  -0.64
H 17.524 10.725 9.037  0.42
H 16.295 11.402 10.056  0.06
H 14.454 10.671 8.527  -0.60
H 15.361 9.279 9.208  0.11
H 15.257 8.870 6.958  0.32
H 15.705 12.681 8.278  0.54
C 9.749 6.897 14.816  -0.31
C 10.975 6.258 14.131  0.29
O 11.961 5.935 15.061  -0.64
O 10.033 8.214 15.289  -0.47
H 9.461 6.250 15.646  0.40
H 8.889 7.027 14.160  0.07
H 11.460 6.860 13.362  -0.32
H 10.699 5.328 13.634  0.46
H 12.785 5.991 14.572  0.34
H 9.856 8.757 14.518  -0.14
C 13.165 13.945 7.675  -0.34
C 12.109 12.909 7.303  -0.52
O 11.318 12.498 8.386  -0.42
O 14.060 13.324 8.578  -0.50
H 12.650 14.780 8.150  0.08
H 13.620 14.443 6.818  0.52
H 12.614 11.985 7.023  0.30
H 11.608 13.279 6.408  0.46
H 11.919 12.304 9.109  -0.74
H 13.516 12.930 9.265  0.35
C 10.315 14.005 12.061  -0.72
C 10.946 14.948 10.979  -0.64
O 12.321 14.681 10.783  -0.50
O 10.341 12.628 11.682  1.44
H 9.295 14.350 12.228  0.46
H 10.854 14.132 13.000  0.08
H 10.928 15.984 11.319  0.49
H 10.405 14.851 10.038  0.11
H 12.476 13.734 10.750  0.62
H 9.481 12.557 11.261  -0.39
C 12.241 10.510 17.158  -0.06
C 12.855 11.349 18.224  -0.51
O 12.260 12.617 18.152  -0.60
O 12.315 11.215 15.920  -0.61
H 11.179 10.390 17.372  0.21
H 12.764 9.554 17.121  0.26
H 13.911 11.565 18.063  0.22
H 12.676 10.952 19.223  0.40
H 12.091 12.763 17.219  0.34
H 11.730 10.815 15.273  -0.09
C 7.803 12.359 14.392  -0.47
C 7.645 10.907 14.539  -0.45
O 8.327 10.229 13.475  -0.26
O 9.062 12.796 14.846  -0.57
H 7.040 12.795 15.037  0.50
H 7.510 12.701 13.399  0.05
H 6.579 10.744 14.380  0.46
H 7.953 10.713 15.567  0.23
H 9.273 10.365 13.570  -0.30
H 9.776 12.509 14.272  -0.05
C 7.476 8.198 10.654  -0.37
C 6.760 6.830 11.000  -0.69
O 6.347 6.829 12.416  -0.51
O 8.699 8.354 11.426  -0.21
H 6.827 9.017 10.964  0.17
H 7.578 8.256 9.570  0.44
H 7.426 6.021 10.701  0.33
H 5.841 6.734 10.422  0.45
H 5.920 5.982 12.568  0.29
H 8.408 8.414 12.339  -0.16
C 14.442 9.699 13.521  -0.39
C 14.067 8.492 14.346  -0.17
O 14.311 7.253 13.707  -0.59
O 13.557 9.918 12.434  0.08
H 15.449 9.605 13.115  0.48
H 14.454 10.573 14.173  0.04
H 13.021 8.552 14.648  -0.42
H 14.673 8.549 15.250  0.51
H 15.222 7.187 13.412  0.35
H 13.525 9.090 11.950  -0.34
C 7.317 12.032 9.276  -0.78
C 8.264 11.191 8.327  0.67
O 8.952 12.059 7.479  -0.62
O 8.080 12.785 10.232  -0.46
H 6.574 11.349 9.688  0.34
H 6.716 12.747 8.714  0.39
H 7.627 10.505 7.768  0.42
H 8.991 10.658 8.939  -0.63
H 9.799 12.122 7.927  0.49
H 8.260 13.617 9.789  0.19
C 11.670 9.191 9.649  0.10
C 12.038 7.680 9.868  -0.98
O 12.970 7.528 10.922  -0.31
O 11.024 9.797 10.840  0.63
H 10.944 9.213 8.837  0.39
H 12.554 9.767 9.375  -0.33
H 12.507 7.232 8.992  0.53
H 11.187 7.018 10.033  0.28
H 13.521 6.753 10.787  0.20
H 10.277 9.270 11.132  -0.61
C 13.578 15.001 14.286  -0.90
C 13.971 13.755 13.486  -0.42
O 13.001 12.654 13.492  0.93
O 13.121 14.578 15.554  -0.48
H 12.737 15.485 13.790  0.17
H 14.321 15.799 14.259  0.43
H 14.920 13.432 13.916  0.44
H 14.281 14.067 12.488  0.35
H 12.766 12.584 14.420  -0.35
H 13.863 14.364 16.123  0.36

## Properties
Kohn-Sham gap   9.2 eV
HOMO level   -0.34365 Ha
Net charge   0

A structure of composition C22H69INO18. Source: the Open Molecules 2025 dataset; level of theory: ωB97M-V/def2-TZVPD.

Last column: Mulliken charge in e.
Geometry (Å):
O -1.866 4.016 -4.578  -0.45
C -1.613 2.994 -5.120  0.24
O -2.349 2.533 -6.159  -0.63
I -1.253 2.112 -7.800  0.34
C -0.505 2.098 -4.628  0.91
C 0.758 2.631 -4.408  -0.35
C 1.740 1.787 -3.957  -0.82
N 1.475 0.490 -3.745  0.27
C 0.264 -0.039 -3.956  -0.67
C -0.767 0.754 -4.403  -0.64
H 0.940 3.678 -4.576  0.71
H 2.732 2.159 -3.760  0.40
H 2.241 -0.096 -3.418  0.38
H 0.137 -1.091 -3.756  0.69
H -1.737 0.327 -4.588  0.59
C 4.413 -0.701 -0.617  -0.45
O 3.270 -0.631 -1.488  -0.47
H 4.890 -1.662 -0.771  0.03
H 5.122 0.095 -0.847  0.31
H 4.101 -0.623 0.424  0.29
H 2.852 0.222 -1.334  0.20
C 5.927 -5.018 0.472  -0.53
O 6.100 -3.631 0.181  -0.48
H 5.629 -5.095 1.514  0.21
H 5.147 -5.460 -0.152  0.25
H 6.859 -5.570 0.329  0.26
H 6.369 -3.567 -0.739  0.28
C 0.073 0.604 -0.133  -0.60
O 0.217 2.000 -0.414  -0.25
H -0.243 0.503 0.900  0.29
H -0.687 0.160 -0.782  0.33
H 1.027 0.086 -0.267  0.23
H 0.490 2.114 -1.327  0.05
C 0.496 6.589 -2.600  -0.55
O 0.442 5.216 -3.019  -0.38
H 1.443 6.750 -2.103  0.14
H 0.422 7.259 -3.460  0.29
H -0.310 6.804 -1.897  0.24
H -0.401 5.072 -3.465  0.31
C -3.215 2.148 0.221  -0.16
O -3.971 0.953 0.053  -0.52
H -2.429 2.147 -0.531  -0.03
H -3.838 3.037 0.085  0.35
H -2.763 2.169 1.215  0.10
H -4.668 0.942 0.720  0.28
C 1.039 -4.300 -4.215  -0.50
O 1.198 -2.915 -4.554  -0.47
H 0.739 -4.357 -3.172  0.26
H 0.270 -4.758 -4.835  0.29
H 1.978 -4.831 -4.353  0.12
H 1.464 -2.882 -5.478  0.27
C -1.107 -2.627 1.363  -0.17
O -2.216 -2.549 0.468  -0.53
H -0.622 -3.588 1.230  0.28
H -0.388 -1.830 1.144  -0.05
H -1.447 -2.542 2.397  0.15
H -2.650 -1.698 0.590  0.29
C 4.155 -5.571 -6.366  -0.52
O 2.754 -5.578 -6.641  -0.48
H 4.297 -5.067 -5.412  0.20
H 4.547 -6.587 -6.289  0.28
H 4.707 -5.029 -7.137  0.27
H 2.624 -6.025 -7.482  0.28
C -2.744 1.512 4.501  -0.29
O -3.854 1.567 3.604  -0.46
H -2.245 0.558 4.355  0.08
H -2.035 2.315 4.292  0.06
H -3.077 1.583 5.539  0.35
H -4.287 2.414 3.737  0.28
C 1.497 6.697 1.127  -0.38
O 2.346 7.035 0.020  -0.57
H 1.111 7.622 1.548  0.21
H 0.658 6.083 0.785  0.16
H 2.053 6.165 1.887  0.27
H 2.680 6.207 -0.335  0.29
C -1.401 -6.022 3.295  -0.39
O -0.306 -5.098 3.352  -0.44
H -1.917 -5.861 2.352  0.24
H -1.041 -7.050 3.345  0.10
H -2.096 -5.840 4.118  0.28
H 0.146 -5.242 4.188  0.25
C -8.140 1.049 1.118  -0.56
O -7.096 0.465 1.893  -0.47
H -8.108 0.591 0.133  0.22
H -9.118 0.856 1.565  0.29
H -8.001 2.128 1.011  0.26
H -7.118 0.862 2.768  0.28
C 0.626 3.913 3.548  -0.52
O 1.743 4.796 3.594  -0.51
H 0.029 4.186 2.681  0.21
H 0.948 2.872 3.448  0.27
H 0.012 4.014 4.446  0.27
H 2.273 4.562 4.361  0.27
C -2.195 7.854 2.335  -0.63
O -2.245 6.492 1.901  -0.39
H -1.252 8.010 2.849  0.20
H -2.252 8.528 1.476  0.28
H -3.019 8.062 3.021  0.31
H -3.083 6.373 1.447  0.24
C 0.297 -1.753 5.043  -0.49
O 0.466 -0.362 4.765  -0.45
H -0.021 -1.856 6.076  0.33
H -0.465 -2.179 4.388  0.10
H 1.242 -2.284 4.904  0.28
H 0.749 -0.284 3.851  0.24
C 0.955 -9.286 4.054  -0.55
O -0.429 -9.252 3.716  -0.52
H 1.063 -8.823 5.031  0.22
H 1.324 -10.313 4.108  0.29
H 1.554 -8.728 3.329  0.26
H -0.530 -9.663 2.854  0.29

## Properties
Kohn-Sham gap   7.1 eV
HOMO level   -0.42008 Ha
Net charge   +1

The following energy values (in eV) correspond, in order, to the records above: -121471.469 -70364.453.